Entry from the OMol25 dataset: a molecular structure, C42H48BClN4O4PZr (ωB97M-V/def2-TZVPD).

Element x y z (Å)
Zr: -2.058 -0.281 1.443
N: -3.555 0.378 3.155
C: -3.832 1.776 3.541
C: -4.541 2.047 4.695
C: -4.827 3.364 5.025
C: -4.408 4.405 4.206
C: -3.681 4.133 3.057
C: -3.382 2.814 2.724
P: -2.416 2.371 1.279
C: -2.254 3.658 0.060
C: -1.318 4.681 0.251
C: -1.249 5.716 -0.666
C: -2.106 5.733 -1.762
C: -3.036 4.717 -1.951
C: -3.113 3.673 -1.043
C: -0.781 1.873 1.894
C: -0.623 1.436 3.227
C: 0.635 1.057 3.712
C: 1.721 1.016 2.862
C: 1.550 1.329 1.511
C: 0.319 1.744 1.021
H: -4.456 -0.046 2.923
H: -3.244 -0.118 3.998
H: -4.883 1.241 5.335
H: -5.390 3.577 5.924
H: -4.643 5.428 4.467
H: -3.347 4.940 2.416
H: -0.657 4.670 1.110
H: -0.533 6.514 -0.525
H: -2.052 6.547 -2.472
H: -3.704 4.743 -2.801
H: -3.847 2.888 -1.179
H: -1.427 1.560 3.940
H: 0.744 0.805 4.759
H: 2.699 0.732 3.230
H: 2.400 1.286 0.846
H: 0.236 2.072 -0.009
C: -3.504 -3.178 1.907
C: -4.348 -2.577 0.816
O: -3.928 -1.156 0.696
H: -3.740 -4.237 2.017
H: -3.690 -2.711 2.878
H: -2.430 -3.134 1.677
H: -5.408 -2.589 1.058
H: -4.185 -3.049 -0.150
H: -4.461 -0.701 0.023
C: 1.294 -1.999 -6.294
C: 1.988 -0.897 -5.474
C: 1.746 0.448 -6.172
C: 3.495 -1.192 -5.457
C: 1.461 -0.876 -4.003
O: 1.765 -2.068 -3.316
C: 2.061 0.293 -3.203
C: 2.321 0.076 -1.706
C: 3.514 -0.787 -1.356
C: 4.801 -0.395 -1.701
C: 5.900 -1.177 -1.375
C: 5.712 -2.366 -0.689
Cl: 7.067 -3.350 -0.281
C: 4.436 -2.773 -0.329
C: 3.349 -1.981 -0.663
C: -0.085 -0.748 -4.009
N: -0.645 -0.947 -2.667
C: -0.952 -0.054 -1.745
N: -1.369 -0.698 -0.641
C: -1.293 -2.031 -1.006
N: -0.862 -2.199 -2.215
H: 1.802 -2.104 -7.252
H: 0.251 -1.765 -6.519
H: 1.332 -2.984 -5.817
H: 2.134 0.396 -7.190
H: 2.259 1.273 -5.676
H: 0.683 0.693 -6.252
H: 3.849 -1.277 -6.484
H: 3.725 -2.128 -4.946
H: 4.076 -0.400 -4.982
H: 1.792 -2.806 -3.937
H: 1.417 1.170 -3.333
H: 3.016 0.568 -3.649
H: 1.447 -0.329 -1.187
H: 2.496 1.077 -1.299
H: 4.962 0.540 -2.230
H: 6.900 -0.867 -1.647
H: 4.304 -3.716 0.186
H: 2.348 -2.314 -0.403
H: -0.524 -1.532 -4.620
H: -0.406 0.225 -4.372
H: -0.876 1.012 -1.879
H: -1.544 -2.863 -0.365
O: -0.669 -1.729 4.235
B: -0.569 -1.416 2.900
O: 0.581 -1.905 2.324
C: 1.273 -2.507 3.371
C: 2.507 -3.114 3.348
C: 2.950 -3.634 4.561
C: 2.181 -3.543 5.722
C: 0.933 -2.924 5.729
C: 0.511 -2.409 4.526
H: 3.097 -3.176 2.442
H: 3.914 -4.121 4.603
H: 2.563 -3.964 6.642
H: 0.334 -2.851 6.627

Values from the calculation:
HOMO	-14.219	eV
total charge	+3
Kohn-Sham gap	0.1636	Ha
LUMO	-9.8	eV

Entry from the OMol25 dataset: a molecular structure, C8H14ClCuN2O4Pd (ωB97M-V/def2-TZVPD).

Element x y z (Å)
Pd: 4.852 -1.884 1.541
Cu: -0.288 -2.691 1.588
Cl: 1.667 -0.640 -0.214
O: 1.352 0.160 0.883
O: 2.757 -1.531 0.202
O: 0.540 -1.518 -0.524
O: 1.988 0.094 -1.353
C: 1.923 2.994 3.699
C: 1.365 1.627 4.065
C: -0.126 1.542 3.896
C: -1.022 2.334 4.781
N: -1.676 2.939 5.509
H: 1.134 3.744 3.764
H: 2.155 2.959 2.635
H: 2.851 3.303 4.179
H: 1.732 1.284 5.032
H: 1.697 0.783 3.461
H: -0.354 0.483 4.021
H: -0.575 1.720 2.919
C: -1.276 -0.951 -5.442
C: -2.081 -0.737 -4.151
C: -1.828 -1.841 -3.037
C: -2.452 -3.195 -3.350
N: -2.991 -4.187 -3.612
H: -0.260 -0.613 -5.241
H: -1.739 -0.255 -6.141
H: -1.251 -1.921 -5.939
H: -3.156 -0.769 -4.329
H: -1.881 0.280 -3.813
H: -2.286 -1.445 -2.130
H: -0.771 -2.066 -2.897

Values from the calculation:
HOMO (spin up / spin down)	-15.124 / -15.124	eV
total charge	+2
Kohn-Sham gap (spin up / spin down)	0.2344 / 0.0667	Ha
2S+1	3
LUMO (spin up / spin down)	-8.7 / -13.3	eV

Entry from the OMol25 dataset: C5H10O in the gas phase (ωB97M-V/def2-TZVPD).

Element x y z (Å)
C: -1.059 -0.756 -1.239
C: -0.989 -0.386 0.227
C: 0.342 -0.206 0.932
C: 1.684 -0.354 0.240
C: -0.541 0.981 0.655
O: -0.221 1.856 -0.391
H: -0.330 -0.198 -1.830
H: -2.049 -0.541 -1.656
H: -0.864 -1.827 -1.368
H: -1.786 -0.823 0.828
H: 0.349 -0.520 1.974
H: 2.372 0.418 0.604
H: 2.128 -1.332 0.456
H: 1.597 -0.246 -0.844
H: -1.050 1.463 1.492
H: 0.428 2.491 -0.066

Values from the calculation:
HOMO	-9.451	eV
total charge	0
Kohn-Sham gap	0.3804	Ha
LUMO	0.9	eV

Entry from the OMol25 dataset: 2 unconnected molecules or ions with the total composition C5H9N (ωB97M-V/def2-TZVPD).

Element x y z (Å)
C: -0.597 1.041 0.548
C: -2.077 -0.606 -0.400
C: -0.972 -0.381 0.299
N: 0.950 -0.679 -0.987
C: 1.960 -0.700 0.129
C: 1.613 0.370 -0.766
H: -1.150 1.692 -0.138
H: -0.875 1.277 1.580
H: -2.655 -1.510 -0.282
H: -2.449 0.161 -1.075
H: -0.546 -1.159 0.932
H: 1.613 -0.732 1.167
H: 2.834 -1.295 -0.100
H: 1.867 1.277 -1.287
H: 0.484 1.244 0.381

Values from the calculation:
HOMO	-8.976	eV
total charge	0
Kohn-Sham gap	0.3671	Ha
LUMO	1.0	eV

Entry from the OMol25 dataset: C6H12O in the gas phase (ωB97M-V/def2-TZVPD).

Element x y z (Å)
C: -1.701 -0.392 -1.153
C: -0.701 0.179 -0.128
C: -0.412 1.691 -0.369
C: 0.633 -0.483 -0.203
C: 1.684 0.110 0.664
C: 1.245 -1.431 0.754
O: 0.633 -1.833 1.941
H: -2.214 -1.307 -0.823
H: -2.471 0.352 -1.367
H: -1.202 -0.642 -2.100
H: -1.114 0.011 0.882
H: -1.346 2.236 -0.282
H: 0.003 1.811 -1.379
H: 0.305 2.233 0.277
H: 1.002 -0.679 -1.209
H: 2.488 0.701 0.201
H: 1.274 0.676 1.515
H: 1.678 -2.346 0.325
H: 0.272 -1.049 2.368

Values from the calculation:
HOMO	-9.268	eV
total charge	0
Kohn-Sham gap	0.3785	Ha
LUMO	1.0	eV

Entry from the OMol25 dataset: C5H12N2O in the gas phase (ωB97M-V/def2-TZVPD).

Element x y z (Å)
N: 1.491 2.237 0.958
C: 0.755 1.220 0.244
C: -0.629 1.708 -0.201
C: 0.554 0.013 1.186
N: 0.344 -1.201 0.611
C: 0.169 -1.483 -0.809
C: -1.118 -2.260 -1.058
O: 0.576 0.138 2.396
H: 1.073 3.157 0.882
H: 1.497 2.042 1.955
H: 1.368 0.912 -0.603
H: -1.329 0.896 -0.424
H: -0.556 2.306 -1.110
H: -1.073 2.311 0.588
H: 0.107 -1.950 1.241
H: 1.018 -2.077 -1.143
H: 0.150 -0.567 -1.375
H: -1.983 -1.603 -1.054
H: -1.110 -2.796 -2.008
H: -1.303 -3.004 -0.277

Values from the calculation:
HOMO	-9.207	eV
total charge	0
Kohn-Sham gap	0.3713	Ha
LUMO	0.9	eV

Number 1: strongest force on any atom 0.82 eV/Å. Number 2: strongest force on any atom 4.89 eV/Å. Number 3: strongest force on any atom 0.30 eV/Å. Number 4: strongest force on any atom 1.52 eV/Å. Number 5: strongest force on any atom 1.11 eV/Å. Number 6: strongest force on any atom 0.85 eV/Å.